Molecular formula: C32H89N23O13
Method: DFT, ωB97M-V/def2-TZVPD

Each line ends with the Mulliken charge.
Element x y z (Å)
C1 -13.70442 3.15632 25.54430  -1.99
C2 -13.37310 1.87617 24.79813  1.85
C3 -14.16713 1.91323 23.52220  -1.42
C4 -13.70421 0.85782 22.49395  -0.85
C5 -12.14629 0.79636 22.28114  -1.06
C6 -11.31239 0.80787 23.62720  1.58
N1 -11.89919 1.80480 24.58274  0.11
O1 -11.10732 1.93545 25.69630  -0.45
C7 -11.20417 -0.62948 24.18807  -1.83
C8 -9.90889 1.26852 23.16903  -1.86
C9 -13.96358 0.77199 25.65820  -1.61
H1 -13.48127 3.03233 26.60399  0.38
H2 -14.74633 3.45053 25.41796  0.42
H3 -13.18659 4.02076 25.12874  0.47
H4 -15.24472 1.89871 23.68561  0.39
H5 -14.03695 2.87171 23.01974  0.46
H6 -14.16060 1.01493 21.51665  0.43
H7 -14.12712 -0.10048 22.79545  0.34
H8 -11.86564 1.60263 21.60345  0.44
H9 -12.07611 -0.14579 21.73752  0.37
H10 -10.67736 -1.22579 23.44309  0.44
H11 -10.62815 -0.79261 25.09894  0.39
H12 -12.15786 -1.10253 24.42216  0.40
H13 -9.95305 2.10570 22.47241  0.44
H14 -9.23830 1.52882 23.98797  0.33
H15 -9.50793 0.55685 22.44733  0.40
H16 -14.47029 0.02135 25.05166  0.34
H17 -14.73520 1.12096 26.34444  0.42
H18 -13.24904 0.17608 26.22603  0.25
H19 -11.29312 1.11373 26.15658  0.40
C10 -11.28819 -6.17577 26.71464  -1.43
C11 -12.50576 -7.12781 26.50934  1.31
C12 -13.84454 -6.35886 26.47398  -1.33
C13 -14.15744 -5.60148 25.14660  -0.46
C14 -14.07664 -6.63883 24.00540  -1.41
C15 -12.72565 -7.31012 23.95616  2.00
N2 -12.46681 -7.92022 25.26842  0.26
O2 -11.33041 -8.72600 25.21199  -0.52
C16 -12.87051 -8.53365 22.93796  -2.19
C17 -11.68037 -6.33583 23.42501  -1.87
C18 -12.64587 -7.87658 27.91334  -1.79
H20 -11.55371 -5.41271 27.44630  0.39
H21 -11.03544 -5.62896 25.80622  0.30
H22 -10.45782 -6.79378 27.05617  0.36
H23 -14.69665 -6.99418 26.71557  0.41
H24 -13.90273 -5.63714 27.28874  0.46
H25 -13.38143 -4.85776 24.96552  0.11
H26 -15.16220 -5.17914 25.13211  0.39
H27 -14.30045 -6.09663 23.08669  0.43
H28 -14.93637 -7.30151 24.10454  0.42
H29 -13.61962 -9.30336 23.12369  0.32
H30 -13.40198 -8.15380 22.06540  0.50
H31 -11.88764 -8.95700 22.73099  0.59
H32 -11.66264 -6.37908 22.33601  0.49
H33 -11.69246 -5.35528 23.90090  0.15
H34 -10.75746 -6.87153 23.64722  0.46
H35 -13.46232 -8.59488 27.98792  0.43
H36 -12.71678 -7.19821 28.76357  0.37
H37 -11.79527 -8.54830 28.02902  0.43
H38 -11.62504 -9.44332 24.64608  0.41
C19 -8.95875 -4.40637 18.69622  -1.36
C20 -8.42623 -4.51762 17.22589  0.42
C21 -8.70396 -5.89208 16.63430  -0.96
O3 -10.09262 -6.18002 16.60915  -0.16
C22 -10.42931 -7.54899 16.72814  -0.85
N3 -9.01195 -3.50319 16.47946  -0.61
H39 -8.85354 -3.36691 19.00694  0.32
H40 -8.56832 -5.11074 19.43073  0.36
H41 -10.04231 -4.49995 18.76862  0.27
H42 -7.38699 -4.19268 17.17584  0.36
H43 -8.06037 -6.59722 17.16031  0.50
H44 -8.47620 -5.91774 15.56867  0.38
H45 -9.87297 -8.06749 15.94729  0.34
H46 -11.50417 -7.65020 16.57806  0.18
H47 -10.13532 -7.88098 17.72385  0.33
H48 -8.72077 -3.57050 15.51469  0.18
H49 -9.96455 -3.83778 16.45270  0.25
C23 -6.84051 -0.90162 12.77174  0.65
O4 -7.82362 -1.67408 12.64122  -0.69
N4 -6.91066 0.22296 13.45668  -0.45
N5 -5.82601 -0.85232 11.96093  -0.37
H50 -7.64874 0.19530 14.14558  0.21
H51 -5.98752 0.48501 13.77174  0.23
H52 -5.17478 -0.10146 12.14032  0.17
H53 -5.73144 -1.59232 11.28008  0.24
C24 -1.46571 -1.03564 17.72250  0.66
O5 -1.10072 0.16410 17.61338  -0.72
N6 -0.75745 -2.07137 17.41807  -0.35
N7 -2.64880 -1.34042 18.05938  -0.33
H54 0.20906 -1.86819 17.20666  0.21
H55 -1.03247 -3.04149 17.36037  0.18
H56 -3.22859 -0.62269 18.47024  0.20
H57 -2.89209 -2.32038 18.08364  0.17
C25 -3.74858 -6.61232 18.58547  0.74
O6 -3.14656 -5.58271 18.23522  -0.70
N8 -3.88995 -7.60325 17.69694  -0.35
N9 -4.25864 -6.92686 19.73656  -0.39
H58 -3.58814 -7.40333 16.75405  0.16
H59 -4.37530 -8.45495 17.94014  0.15
H60 -4.61165 -7.84535 19.96428  0.17
H61 -4.34293 -6.29147 20.51712  0.22
C26 -9.29840 1.86588 17.39790  0.75
O7 -9.24015 2.99766 17.03075  -0.65
N10 -8.38902 1.26244 18.10058  -0.38
N11 -10.16315 0.99552 16.91971  -0.40
H62 -8.53077 0.33686 18.47915  0.12
H63 -7.61572 1.79914 18.46673  0.20
H64 -10.64940 1.31462 16.09397  0.20
H65 -10.14068 0.05986 17.29935  0.16
C27 -6.75504 -11.23485 15.90824  0.73
O8 -6.33669 -10.77195 16.98139  -0.69
N12 -6.19587 -10.97420 14.78199  -0.37
N13 -7.83934 -11.95175 15.80183  -0.42
H66 -5.25108 -10.62123 14.72833  0.21
H67 -6.60684 -11.29957 13.91866  0.16
H68 -8.26603 -12.23987 16.67075  0.23
H69 -8.01582 -12.39856 14.91340  0.17
C28 -12.07379 -4.33457 12.10831  0.76
O9 -13.23953 -4.70507 12.25702  -0.73
N14 -10.99445 -5.08799 11.95420  -0.34
N15 -11.85012 -3.10051 11.93364  -0.39
H70 -10.09643 -4.62801 11.90861  0.14
H71 -10.98362 -6.09496 12.03169  0.20
H72 -10.91672 -2.71627 11.96875  0.17
H73 -12.69010 -2.54068 11.96697  0.21
C29 -3.21101 -6.57418 12.49360  0.65
O10 -3.06639 -7.51095 13.31151  -0.66
N16 -3.04957 -6.63184 11.18992  -0.39
N17 -3.88723 -5.48878 12.80939  -0.32
H74 -2.58659 -7.45019 10.82107  0.22
H75 -3.51130 -5.93766 10.61982  0.16
H76 -4.17504 -5.29540 13.75801  0.19
H77 -4.00224 -4.75778 12.12199  0.14
C30 -14.40582 -3.29306 17.39373  0.77
O11 -14.51485 -2.98405 18.57315  -0.69
N18 -14.45548 -4.49962 16.90551  -0.38
N19 -14.33854 -2.42944 16.43167  -0.38
H78 -14.46885 -4.62644 15.90359  0.15
H79 -14.56159 -5.25165 17.57131  0.20
H80 -14.19832 -2.77084 15.49152  0.13
H81 -14.42441 -1.44815 16.65482  0.21
C31 -12.70560 -9.93019 12.29242  0.73
O12 -12.19105 -9.47428 11.30284  -0.68
N20 -13.37308 -9.17825 13.11819  -0.35
N21 -12.59900 -11.14588 12.65785  -0.35
H82 -13.74783 -9.54688 13.98062  0.11
H83 -13.39593 -8.18594 12.93139  0.19
H84 -13.15874 -11.51222 13.41454  0.14
H85 -12.04676 -11.77809 12.09622  0.21
C32 -14.37164 -11.98899 17.15733  0.77
O13 -13.64577 -12.85395 16.77526  -0.65
N22 -15.49818 -11.74736 16.56631  -0.52
N23 -14.17340 -11.24982 18.20596  -0.39
H86 -15.75534 -12.62420 16.13606  0.25
H87 -16.19468 -11.25621 17.10830  0.20
H88 -14.76089 -10.43143 18.27802  0.16
H89 -13.42141 -11.44375 18.85172  0.19

Atoms 1-6, force components in eV/Å:
0.414 0.993 0.094
-0.095 0.283 1.215
0.990 0.278 -2.414
0.045 0.105 0.471
-2.006 -0.306 1.240
-0.255 0.311 -0.808

Properties
- net charge = 0
- 2S+1 = 1
- LUMO energy (eV) = -0.32
- gap between HOMO and LUMO (eV) = 7.91
- molecular weight (g/mol) = 1004.2